Record 1
14 unconnected molecules or ions with the total composition C19H66N12O14, computed with ωB97M-V/def2-TZVPD.

Structure (ORCA input):
```
! RIJCOSX wB97M-V def2-TZVPD def2/J DEFGRID3
* xyz 0 1
C -3.6066 -1.4034 2.5305
C -3.4106 -0.8514 1.1945
O -4.4606 -1.1214 0.4155
H -3.8946 -2.4814 2.3575
H -4.3756 -0.9224 3.1555
H -2.6976 -1.5154 3.1345
H -2.5726 -1.2494 0.6015
H -3.3816 0.2206 1.3045
H -4.2786 -1.9554 0.0285
C -2.0336 3.8316 -0.1265
C -2.2886 3.2386 1.2185
O -1.0566 2.8996 1.7015
H -1.4066 4.7306 0.0335
H -3.0786 4.1326 -0.4665
H -1.5576 3.1476 -0.7815
H -2.8946 2.4166 1.1045
H -2.8326 4.0466 1.8215
H -0.4236 3.0816 1.0645
C -0.6236 -5.6534 -1.0645
C -0.9376 -4.4064 -1.9005
O -0.9636 -3.3134 -1.0305
H -1.4306 -5.7474 -0.3805
H 0.3494 -5.6694 -0.5055
H -0.5676 -6.5964 -1.6665
H -1.9756 -4.5074 -2.2875
H -0.2346 -4.2274 -2.6895
H -1.0876 -2.5814 -1.6715
C -0.1436 -3.2034 2.2635
C 0.2584 -2.2444 3.4295
O 0.6434 -0.9924 3.0055
H 0.6354 -3.2714 1.5395
H -1.0866 -2.9984 1.7095
H -0.2176 -4.2634 2.6715
H 1.0534 -2.6204 4.0695
H -0.5526 -2.2294 4.1285
H 1.5084 -0.9224 2.6095
C 4.0204 -0.2804 3.2845
C 4.0444 -1.1974 2.1005
O 2.8864 -0.8254 1.3605
H 3.9374 0.7866 3.0195
H 4.9444 -0.4344 3.7835
H 3.1024 -0.5014 3.8795
H 3.9984 -2.2414 2.4275
H 4.9564 -1.0234 1.5515
H 2.8574 -1.2234 0.5075
C 2.7954 -3.6244 -0.0715
O 2.9194 -4.6024 0.7925
N 1.7344 -3.2704 -0.7165
N 3.8164 -2.9664 -0.3795
H 0.8004 -3.7594 -0.7025
H 1.6424 -2.3314 -1.2545
H 4.6784 -3.2404 0.0515
H 3.8094 -2.2764 -1.1525
C -3.1796 -0.2344 -2.3125
O -2.1776 -1.1594 -2.1845
N -3.2316 0.7626 -1.5945
N -4.0756 -0.3814 -3.2495
H -2.4266 0.7816 -0.8775
H -4.0546 1.3816 -1.4435
H -4.1976 -1.3274 -3.6355
H -4.9776 0.1406 -3.2085
C 2.6494 -0.4544 -1.9695
O 2.7924 0.7596 -1.2905
N 1.5094 -1.1004 -2.1925
N 3.6104 -1.1484 -2.4915
H 0.7424 -0.5004 -1.8625
H 1.3664 -1.6074 -3.1325
H 3.3864 -1.9214 -3.1515
H 4.6284 -0.8584 -2.3605
C -2.0386 2.0646 -4.7575
O -1.1636 2.4956 -5.7265
N -3.0476 1.2946 -5.0495
N -2.0336 2.3466 -3.4845
H -3.0416 0.9926 -6.0385
H -3.5056 0.6636 -4.3495
H -1.2896 3.0356 -3.2115
H -2.3186 1.6916 -2.7305
C -1.8876 0.8016 4.4195
O -1.7426 -0.2434 5.3455
N -2.5596 1.9216 4.6775
N -1.2016 0.8846 3.3335
H -2.6906 2.0586 5.7535
H -2.4966 2.7356 4.0925
H -0.5506 0.0856 2.9875
H -1.2986 1.6516 2.7145
C 1.8024 3.8566 -0.6935
O 1.1204 2.8386 -0.0255
N 2.4564 3.5936 -1.8395
N 2.0644 5.0126 -0.2225
H 2.5724 2.6336 -2.1915
H 3.0254 4.2706 -2.3235
H 1.6294 5.2136 0.6865
H 2.6914 5.6546 -0.7595
C -0.2106 0.1016 0.3215
O -0.3926 0.6636 -0.8895
H 0.7214 0.4516 0.8345
H -0.1996 -0.9404 0.2085
H -1.0906 0.3336 0.9595
H 0.2004 1.4206 -0.9005
C 1.8634 1.7296 -4.5215
O 3.2554 1.7666 -4.1135
H 1.6254 2.7536 -4.5955
H 1.1744 1.3856 -3.6935
H 1.6604 1.1546 -5.4845
H 3.6464 0.9416 -4.3685
C 1.9324 2.7476 3.6055
O 0.5934 2.8216 4.0455
H 2.6524 2.2566 4.1095
H 2.3734 3.7136 3.2785
H 1.9044 2.2166 2.6705
H 0.1084 2.0046 3.8855
*
```

Output
relative energy (zero: lowest compared OMol25 entry of this formula, charge and spin): 2.044 eV
E_LUMO: -0.44 eV
HOMO: -8.25 eV
electronic energy: -2473.75739 a.u.
F_max: 11.0 eV/A

Atom charges from the Löwdin analysis, given in e for atoms 1 to 5: atom 1 (C): -0.069, atom 2 (C): -0.427, atom 3 (O): -0.044, atom 4 (H): 0.102, atom 5 (H): 0.097

=====

Record 2
15 unconnected molecules or ions with the total composition C19H68N6O15, computed with ωB97M-V/def2-TZVPD.

Structure (ORCA input):
```
! RIJCOSX wB97M-V def2-TZVPD def2/J DEFGRID3
* xyz 0 1
C -0.9609 -4.2249 -1.0510
C -1.2479 -2.8569 -1.7290
O -2.2989 -2.8669 -2.6640
H -0.2469 -4.1649 -0.1840
H -0.6589 -5.0039 -1.7420
H -1.9209 -4.5219 -0.6440
H -0.2929 -2.5219 -2.1960
H -1.4559 -2.0399 -1.0620
H -2.0689 -2.0689 -3.1890
C 2.3161 -2.4099 -1.1640
C 2.5111 -3.7819 -1.8100
O 1.9781 -4.8109 -1.0660
H 2.8731 -2.2629 -0.2550
H 1.2561 -2.2719 -0.7800
H 2.5611 -1.5969 -1.8890
H 3.5191 -4.0739 -2.1740
H 2.0331 -3.8259 -2.7420
H 1.7021 -5.3969 -1.7790
C 1.9321 3.7831 1.6130
C 2.1071 4.4431 0.1970
O 3.3611 5.0121 0.0750
H 1.0231 3.1511 1.7140
H 1.8591 4.5781 2.3340
H 2.7551 3.0811 1.8690
H 1.3281 5.1921 -0.0090
H 2.0651 3.6711 -0.5390
H 3.2921 5.7431 -0.4800
C 3.0381 0.7241 -0.1540
C 4.3801 1.4191 0.1410
O 4.4621 2.6431 -0.4950
H 2.2241 1.3871 0.0860
H 2.8501 -0.1879 0.4240
H 3.0541 0.4301 -1.2260
H 5.1271 0.7581 -0.2480
H 4.5271 1.5091 1.2510
H 4.0511 3.3341 0.0190
C -0.7849 0.4821 3.4420
O -1.6579 0.6931 4.4780
N -0.6259 -0.7359 2.9770
N -0.0259 1.3441 2.9150
H -1.3719 -1.4859 3.0900
H 0.1521 -0.9429 2.3110
H -0.1199 2.2081 3.3430
H 0.1551 1.3401 1.8920
C 2.3501 -3.5659 2.2970
O 1.3741 -2.6359 1.8870
N 2.9051 -3.5379 3.5230
N 2.7411 -4.5739 1.5290
H 2.5201 -2.8559 4.1470
H 3.4411 -4.2399 3.9560
H 2.4141 -4.5419 0.5300
H 3.3921 -5.3639 1.7230
C -0.1109 -0.9749 -4.2260
O 0.4711 -0.3799 -3.1420
N 0.4151 -1.6179 -5.1790
N -1.3989 -0.8199 -4.4630
H 1.3811 -1.9019 -5.0080
H -0.0039 -2.0919 -6.0370
H -1.9039 -0.2879 -3.7960
H -1.9569 -1.0509 -5.3750
C 2.7861 -0.0479 3.0710
O 2.4471 1.2021 3.4650
H 3.8401 0.1301 2.7360
H 2.2611 -0.5959 2.3030
H 2.9271 -0.6699 3.9470
H 1.5061 1.1901 3.2680
C -3.9609 -0.2749 -2.6250
O -2.8139 0.3831 -2.1420
H -3.8359 -0.6549 -3.6700
H -4.7769 0.4521 -2.6960
H -4.1919 -1.0969 -1.9750
H -3.1119 0.9731 -1.4550
C -3.3849 2.9831 2.4360
O -2.2379 3.3131 1.6050
H -3.0909 2.1921 3.0640
H -4.3119 2.6951 1.9870
H -3.5889 3.8571 3.1070
H -2.0569 2.5711 1.0420
C -1.7609 -3.5749 2.3410
O -2.6739 -2.7729 2.9560
H -1.0729 -4.0689 3.0460
H -1.2189 -3.0839 1.5740
H -2.2319 -4.4639 1.8680
H -3.3229 -3.3389 3.4060
C -0.3629 0.0511 -0.0420
O -0.3339 1.4631 0.0760
H -0.7239 -0.1119 -1.0210
H -1.0909 -0.4029 0.6750
H 0.5281 -0.4229 0.2150
H -0.1709 1.7741 -0.8210
C -2.1649 4.9791 -0.9450
O -3.0449 5.3321 -1.9420
H -1.1959 5.4081 -0.9100
H -2.0109 3.9441 -1.3420
H -2.7169 5.0011 0.0040
H -3.5949 4.5661 -2.1180
C -3.6439 0.0031 1.3100
O -4.8469 0.1061 0.4880
H -3.2009 -0.9769 1.2720
H -4.0549 0.2521 2.2690
H -3.0909 0.7881 0.9440
H -5.5069 0.5801 1.0250
C 0.5151 3.3511 -2.8460
O -0.3849 2.2271 -2.5810
H 0.2861 4.1341 -2.1530
H 0.3781 3.7391 -3.8210
H 1.5481 2.9951 -2.6200
H -0.0199 1.4881 -3.0440
*
```

Output
relative energy (zero: lowest compared OMol25 entry of this formula, charge and spin): 0.854 eV
E_LUMO: -0.11 eV
HOMO: -8.41 eV
electronic energy: -2221.55468 a.u.
F_max: 10.5 eV/A

Atom charges from the Löwdin analysis, given in e for atoms 1 to 5: atom 1 (C): -0.061, atom 2 (C): -0.308, atom 3 (O): -0.083, atom 4 (H): 0.073, atom 5 (H): 0.064

=====

Record 3
A molecular structure, C19H6Br4N4O2PdSSe, computed with ωB97M-V/def2-TZVPD.

Structure (ORCA input):
```
! RIJCOSX wB97M-V def2-TZVPD def2/J DEFGRID3
* xyz -1 4
Pd -0.1467 -0.7435 -1.2523
Se -0.9918 -1.7256 6.4038
N -0.4795 -0.3149 5.3930
C -0.5222 -0.7336 4.1428
C -0.1835 0.0962 3.0100
C 0.2224 1.4297 3.1480
C 0.5334 2.1763 2.0383
C 0.4341 1.5719 0.7745
N 0.0579 0.3275 0.6094
C -0.2567 -0.4356 1.6975
C -0.6588 -1.7741 1.4793
N -0.7121 -2.2360 0.1938
C -1.0806 -3.4689 -0.0419
C -1.4327 -4.3656 0.9817
C -1.3884 -3.9301 2.2816
C -0.9985 -2.6159 2.5708
C -0.9347 -2.1065 3.9198
N -1.2338 -2.8246 4.9870
H 0.2823 1.8478 4.1455
H 0.8489 3.2073 2.1204
H 0.6700 2.1240 -0.1274
H -1.0986 -3.7614 -1.0858
H -1.7307 -5.3755 0.7348
H -1.6501 -4.5818 3.1065
Br 3.4386 4.3178 -5.0987
C 2.0887 3.3093 -4.2553
C 0.7219 3.7357 -4.3537
Br 0.3039 5.2953 -5.3250
C -0.2720 3.0224 -3.7393
Br -2.0850 3.5291 -3.8145
C 0.0040 1.8286 -2.9852
O -0.8815 1.1705 -2.4131
C 1.4150 1.3879 -2.8843
O 1.6882 0.3671 -2.2304
C 2.4138 2.1844 -3.5460
Br 4.1863 1.5728 -3.3627
S -0.1919 -1.6557 -4.3755
C -0.3795 -1.8525 -2.8475
*
```

Output
relative energy (zero: lowest compared OMol25 entry of this formula, charge and spin): 0.019 eV
E_LUMO (alpha / beta): 2.06 / 0.82 eV
<S²>: 3.8338
HOMO (alpha / beta): -2.58 / -5.71 eV
electronic energy: -14320.73758 a.u.
F_max: 0.7 eV/A

Atom charges from the Löwdin analysis, given in e for atoms 1 to 5: atom 1 (Pd): 0.785, atom 2 (Se): 0.918, atom 3 (N): -0.289, atom 4 (C): -0.376, atom 5 (C): -0.097

=====

Record 4
16 unconnected molecules or ions with the total composition C19H70N8O16, computed with ωB97M-V/def2-TZVPD.

Structure (ORCA input):
```
! RIJCOSX wB97M-V def2-TZVPD def2/J DEFGRID3
* xyz 0 1
O 2.0395 -1.6428 -3.3996
H 2.0585 -2.2008 -4.1771
H 2.0878 -2.2539 -2.6645
O 1.6847 -0.1433 3.3473
H 1.1331 0.0363 4.1087
H 1.4131 -1.0130 3.0540
O 1.5355 -5.0802 0.6499
H 0.7305 -4.5694 0.7362
H 1.2361 -5.9715 0.4707
O 4.4199 0.8542 2.8568
H 4.0088 1.5265 3.4002
H 3.7212 0.2223 2.6873
O 1.1302 3.3674 -1.8116
H 0.7542 3.6081 -0.9649
H 2.0650 3.5515 -1.7202
O -4.0185 1.8563 -0.4733
H -3.2994 2.2975 -0.9255
H -3.6699 0.9922 -0.2540
O -2.0343 2.7907 -1.9057
H -1.9340 1.9219 -2.2949
H -1.1911 3.2188 -2.0538
C -4.0707 -1.8955 1.1261
O -4.9574 -1.7470 1.9217
N -4.0479 -1.4867 -0.1069
N -2.9392 -2.4668 1.4557
H -4.9376 -1.2768 -0.5365
H -3.2287 -1.6039 -0.6858
H -2.9678 -3.0431 2.2846
H -2.2397 -2.7123 0.7698
C 2.4523 3.3727 1.9448
O 2.2672 3.7036 0.7592
N 3.5506 3.8156 2.6025
N 1.6032 2.6344 2.6614
H 3.6085 3.8405 3.6106
H 4.2250 4.3453 2.0690
H 1.9290 2.2952 3.5552
H 0.8335 2.1009 2.2831
C 0.5818 1.4611 -4.9705
O 0.1680 0.9854 -5.9722
N 0.9759 0.8595 -3.9142
N 0.4249 2.7388 -4.6753
H 1.0261 1.3982 -3.0613
H 1.3008 -0.0750 -3.7113
H 0.1646 3.3629 -5.4255
H 0.9890 3.1150 -3.9267
C -2.8649 -0.7345 -3.3968
O -2.4963 -0.1083 -2.3645
N -2.1151 -0.8365 -4.5047
N -3.9885 -1.3508 -3.5974
H -1.2189 -0.3740 -4.5599
H -2.4969 -1.2262 -5.3546
H -4.0839 -1.8750 -4.4554
H -4.7907 -1.1512 -3.0171
C -2.4831 -5.5679 -0.3385
C -1.2390 -4.7379 -0.7370
C -1.5621 -3.8062 -1.9544
O -0.9120 -3.8344 0.2616
H -2.3788 -6.2367 0.5159
H -2.7897 -6.2181 -1.1578
H -3.3883 -4.9609 -0.3589
H -0.4360 -5.4305 -0.9894
H -0.5558 -3.5448 -2.2818
H -2.2880 -3.0209 -1.7438
H -1.9400 -4.4415 -2.7555
H -0.4671 -3.1061 -0.1779
C -2.1248 2.0478 6.1196
C -1.3300 1.0231 5.2021
C -1.7978 1.2898 3.7421
O 0.1228 1.2549 5.2941
H -1.7726 3.0716 5.9937
H -1.8521 1.7783 7.1400
H -3.2137 1.9991 6.1178
H -1.4125 -0.0068 5.5493
H -2.8612 1.1079 3.5870
H -1.2428 0.5890 3.1184
H -1.4340 2.2952 3.5301
H 0.4027 1.3077 6.2109
C 5.4838 -4.3429 -0.2402
C 4.3268 -3.7559 -1.0930
C 3.6994 -4.6640 -2.1556
O 3.2483 -3.3724 -0.1606
H 6.4387 -4.3610 -0.7655
H 5.3555 -5.3520 0.1514
H 5.5782 -3.8214 0.7124
H 4.8162 -2.8771 -1.5127
H 4.4106 -5.1889 -2.7933
H 2.9339 -4.2199 -2.7919
H 3.1523 -5.3844 -1.5474
H 2.6502 -4.1233 -0.1691
C -0.5211 7.0751 1.5762
C -0.4025 5.8824 0.5283
C -1.5189 4.8790 0.7203
O -0.5744 6.5279 -0.6814
H -1.5534 7.4036 1.4565
H 0.1943 7.8299 1.2496
H -0.2492 6.8362 2.6043
H 0.5853 5.4277 0.6032
H -1.5889 4.6779 1.7893
H -1.3304 3.9225 0.2328
H -2.5194 5.2915 0.5894
H -1.5169 6.7046 -0.7269
C -0.3275 0.2003 -0.0347
C 0.7132 -0.4935 -0.8238
C 2.1654 0.0167 -0.5173
O 0.7576 -1.8672 -0.3898
H -1.1711 -0.4887 0.0061
H -0.5074 1.1775 -0.4829
H 0.1061 0.2561 0.9638
H 0.2675 -0.5130 -1.8183
H 2.9548 -0.7334 -0.5634
H 2.3882 0.6294 0.3563
H 2.3143 0.6697 -1.3772
H 1.6699 -2.1342 -0.2562
*
```

Output
relative energy (zero: lowest compared OMol25 entry of this formula, charge and spin): 2.042 eV
E_LUMO: 0.16 eV
HOMO: -9.39 eV
electronic energy: -2407.87474 a.u.
F_max: 6.6 eV/A

Atom charges from the Löwdin analysis, given in e for atoms 1 to 5: atom 1 (O): -0.028, atom 2 (H): 0.066, atom 3 (H): 0.023, atom 4 (O): -0.050, atom 5 (H): 0.006

=====

Record 5
A molecular structure, C19H76CsF2NO23S2, computed with ωB97M-V/def2-TZVPD.

Structure (ORCA input):
```
! RIJCOSX wB97M-V def2-TZVPD def2/J DEFGRID3
* xyz 0 1
Cs 4.1086 -1.9233 2.5227
N 1.6334 -0.3032 0.3430
S 0.7662 0.7285 -0.3791
O -0.1683 1.5673 0.3813
O 0.2981 0.3595 -1.6965
F 2.0097 1.6761 -0.6708
S 0.3303 -1.3969 0.5141
O 0.0832 -2.3463 -0.6021
O -0.7694 -0.9137 1.2858
F 1.1968 -2.3059 1.5424
C -3.4601 -2.5107 -1.5119
O -2.9425 -3.7415 -1.0445
H -3.5900 -2.4216 -2.5904
H -4.4825 -2.3487 -1.1704
H -2.8636 -1.6759 -1.1438
H -2.0764 -3.8603 -1.4412
C 3.6590 -2.3851 -1.8211
O 3.7956 -1.6434 -0.6326
H 2.8578 -3.1217 -1.7599
H 3.5648 -1.6545 -2.6245
H 4.6284 -2.8367 -2.0318
H 2.9646 -1.1735 -0.5316
C -3.6987 1.0040 1.8890
O -4.7016 1.7496 2.5458
H -4.0467 0.4094 1.0444
H -2.9779 1.7769 1.6220
H -3.2364 0.3609 2.6379
H -4.8299 2.5954 2.1100
C -2.5091 1.4367 -3.1422
O -3.4380 2.5097 -3.3106
H -1.6807 1.9300 -2.6338
H -3.0344 0.7425 -2.4863
H -2.1778 1.0599 -4.1099
H -2.8467 3.2601 -3.4047
C 5.4087 1.3469 -2.8137
O 4.8860 2.0758 -3.8747
H 5.1446 0.2897 -2.8367
H 6.4978 1.3127 -2.8414
H 5.1009 1.6188 -1.8041
H 5.3493 2.9143 -3.9377
C 0.5908 -5.6473 -1.7909
O 0.0315 -4.5422 -2.4522
H 0.7213 -5.6693 -0.7090
H 0.2556 -6.6012 -2.1979
H 1.6025 -5.6418 -2.1966
H 0.2163 -3.7424 -1.9545
C 5.7707 3.0132 0.4236
O 5.5073 3.2847 1.7885
H 5.9651 3.8785 -0.2100
H 6.6034 2.3142 0.3453
H 4.8352 2.5476 0.1132
H 4.6360 3.0312 2.1018
C -1.4994 2.0890 5.6624
O -2.5356 1.5090 6.4670
H -1.1760 2.9912 6.1817
H -0.5525 1.5503 5.6988
H -1.8509 2.2727 4.6471
H -3.3477 1.5190 5.9551
C 0.3513 -2.0182 4.7889
O 1.5860 -2.6077 5.0326
H -0.0474 -2.2397 3.7989
H -0.2745 -2.1993 5.6628
H 0.6456 -0.9707 4.7236
H 2.0851 -1.8760 5.4030
C -0.0732 -1.4660 -4.9913
O -0.6419 -2.0485 -3.8113
H 0.0160 -0.3812 -4.9328
H 0.9774 -1.7565 -4.9931
H -0.6761 -1.5949 -5.8902
H -0.1506 -2.8556 -3.6418
C -0.4747 4.7619 -2.5751
O -1.7945 4.8714 -2.9648
H -0.3816 3.7914 -2.0876
H 0.1630 4.7568 -3.4591
H -0.1703 5.4136 -1.7562
H -1.9173 5.8235 -2.9557
C 2.6163 4.7363 -0.2265
O 1.8186 5.9488 -0.1984
H 2.4423 4.1247 -1.1118
H 3.6735 4.9908 -0.1513
H 2.3806 4.0182 0.5589
H 2.3213 6.4671 -0.8310
C 1.9367 1.7397 3.3587
O 2.9196 1.1543 2.5343
H 0.9568 1.3209 3.1296
H 2.0621 1.4446 4.4005
H 2.1152 2.8136 3.3037
H 2.6299 0.7634 1.7067
C -0.5394 -5.1151 3.6066
O -0.2345 -5.1745 5.0265
H -0.7119 -6.1137 3.2052
H -1.4505 -4.5279 3.4917
H 0.2963 -4.7291 3.0229
H 0.1308 -4.3212 5.2716
C 2.4688 2.4294 -5.9278
O 3.5389 1.6102 -6.2640
H 2.0100 2.1035 -4.9944
H 2.8813 3.4304 -5.8019
H 1.5955 2.4974 -6.5766
H 4.0786 1.5264 -5.4745
C -1.2668 -7.5571 0.3274
O -2.0631 -8.4133 1.1634
H -0.7798 -6.8798 1.0290
H -0.4534 -8.0793 -0.1764
H -1.8222 -6.9929 -0.4218
H -2.1408 -9.2769 0.7514
C -1.0655 4.1011 2.0658
O -0.7826 5.0112 3.0851
H -0.5450 4.3165 1.1326
H -1.0233 3.0773 2.4373
H -2.1057 4.1964 1.7542
H 0.1299 4.9938 3.3829
C -5.4313 -3.8679 1.3945
O -5.2539 -4.2562 0.0037
H -4.5335 -4.2821 1.8533
H -5.7104 -2.8262 1.5524
H -6.2915 -4.4125 1.7838
H -4.3336 -4.1536 -0.2494
C -4.1627 3.6236 -0.4119
O -4.5824 3.8088 0.9477
H -3.0999 3.4018 -0.3145
H -4.6853 2.8508 -0.9758
H -4.2340 4.5389 -0.9995
H -5.4488 4.2172 1.0118
*
```

Output
relative energy (zero: lowest compared OMol25 entry of this formula, charge and spin): 0.000 eV
E_LUMO: -1.22 eV
HOMO: -9.11 eV
electronic energy: -3570.56673 a.u.
F_max: 8.5 eV/A

Atom charges from the Löwdin analysis, given in e for atoms 1 to 5: atom 1 (Cs): 1.020, atom 2 (N): -0.296, atom 3 (S): 0.425, atom 4 (O): -0.274, atom 5 (O): -0.249